Record 1
ORCA calculation (ωB97M-V/def2-TZVPD) on a cluster of 9 separate species, C27H54O19 in total at a distorted geometry.

Positions of all 100 atoms, in Å:
C: 24.42415 -19.27677 -2.58215
O: 24.12413 -19.80175 -1.26468
C: 22.91801 -19.75740 -0.73906
O: 21.88202 -19.33873 -1.25500
O: 22.95426 -20.38701 0.46342
C: 21.68302 -20.54349 1.11701
H: 24.13381 -18.22643 -2.55788
H: 23.79729 -19.65940 -3.38759
H: 25.46316 -19.45625 -2.85847
H: 21.09735 -19.64884 1.32842
H: 21.76193 -21.00295 2.10229
H: 21.05231 -21.23788 0.56193
C: 17.18575 -20.56961 14.42404
O: 16.90794 -20.85638 15.77354
C: 16.90808 -19.79522 16.68254
O: 17.00220 -18.58743 16.39394
O: 16.95133 -20.34408 17.87238
C: 16.83338 -19.52635 19.05654
H: 16.44033 -19.90375 13.98921
H: 17.09521 -21.49824 13.86053
H: 18.17581 -20.12462 14.32468
H: 15.97553 -18.85432 19.03325
H: 17.72565 -18.90777 19.15299
H: 16.72963 -20.26537 19.85102
C: 9.41702 -14.32923 1.94918
O: 10.55309 -14.56609 2.74254
C: 11.30571 -13.57208 3.22443
O: 12.35441 -13.78655 3.77689
O: 10.75392 -12.32532 2.93704
C: 11.36694 -11.13741 3.34231
H: 8.94958 -15.31339 1.91710
H: 9.52462 -13.84186 0.98017
H: 8.69882 -13.70130 2.47644
H: 11.94670 -10.68455 2.53800
H: 11.94255 -11.18482 4.26672
H: 10.61501 -10.36884 3.52122
C: 7.11722 -20.66221 6.99682
O: 8.07290 -20.30609 7.97988
C: 8.21988 -20.98283 9.13469
O: 7.70004 -22.02396 9.53925
O: 9.20775 -20.31009 9.80331
C: 9.46085 -20.64333 11.17591
H: 6.12366 -20.71662 7.44177
H: 7.26926 -21.71379 6.75355
H: 7.20804 -20.07693 6.08179
H: 9.65491 -21.70654 11.31742
H: 8.63639 -20.37392 11.83604
H: 10.40566 -20.25236 11.55350
C: 15.17161 -15.05864 -0.95297
O: 14.75952 -13.88231 -1.69432
C: 13.55367 -13.85973 -2.27749
O: 12.73285 -14.76557 -2.30729
O: 13.40213 -12.70118 -2.79731
C: 12.20326 -12.42323 -3.60404
H: 15.78861 -14.66775 -0.14388
H: 15.71379 -15.74483 -1.60357
H: 14.32743 -15.61618 -0.54725
H: 11.27603 -12.64746 -3.07673
H: 12.15178 -13.05677 -4.48952
H: 12.25536 -11.39068 -3.94934
C: 18.28652 -26.52057 5.17764
C: 17.95165 -27.94854 5.50289
C: 19.08980 -28.94825 5.59983
O: 16.74234 -28.33919 5.57237
H: 18.96963 -26.53736 4.32842
H: 18.70946 -26.06323 6.07209
H: 17.37264 -26.00555 4.88154
H: 19.92849 -28.55648 5.02432
H: 18.85673 -29.94346 5.22124
H: 19.29977 -29.13314 6.65331
C: 11.75501 -21.81562 -1.06556
C: 13.02160 -21.75681 -1.82388
C: 13.04472 -21.24042 -3.23800
O: 14.07375 -21.99474 -1.25629
H: 11.29312 -20.83582 -1.18695
H: 11.90826 -21.97973 0.00107
H: 11.05979 -22.60202 -1.35939
H: 13.93162 -20.63645 -3.42970
H: 12.23361 -20.55383 -3.48048
H: 12.91167 -22.07690 -3.92407
C: 13.72342 -20.50875 5.52932
C: 14.61741 -20.19517 6.75107
C: 15.30914 -18.86582 6.64981
O: 14.55697 -20.86018 7.79802
H: 14.32666 -20.41966 4.62585
H: 12.93683 -19.76994 5.37589
H: 13.29392 -21.51032 5.55134
H: 14.58847 -18.09020 6.90896
H: 15.73662 -18.61860 5.67810
H: 15.96668 -18.69805 7.50280
C: 17.56856 -12.01743 7.92280
C: 18.47623 -11.64434 6.82503
C: 19.03191 -12.74301 5.93885
O: 18.65864 -10.44744 6.49910
H: 18.18449 -12.29676 8.77762
H: 16.77935 -12.71048 7.63137
H: 17.00106 -11.15963 8.28364
H: 19.58548 -12.26332 5.13165
H: 18.20687 -13.37189 5.60430
H: 19.74340 -13.35206 6.49647

Output
E_LUMO	0.26	eV

=====

Record 2
ORCA calculation (ωB97M-V/def2-TZVPD) on a cluster of 2 separate species, C9H19NOS in total at a distorted geometry.

Positions of all 31 atoms, in Å:
C: -1.56017 -0.08828 -0.83395
C: -2.19281 0.73632 0.20762
C: -2.05455 -1.40622 -1.43661
C: -3.50505 0.39580 1.01676
C: -1.89638 2.19579 0.37986
C: 1.96873 -1.42639 -0.76971
C: 3.62483 0.21349 -0.17735
C: 2.25553 -0.48592 1.76044
C: 2.24807 -0.28751 0.21811
N: -1.11258 -0.14744 0.49506
O: 0.83131 1.07064 -1.54895
S: 1.28255 1.20472 -0.17654
H: -0.86304 0.30453 -1.67541
H: -2.58089 -1.10970 -2.37342
H: -2.76362 -1.93877 -0.82165
H: -1.20371 -2.26122 -1.48805
H: -3.45270 -0.59735 1.59601
H: -4.18551 0.16184 0.29237
H: -3.64251 1.20530 1.75839
H: -0.81129 2.52443 0.02166
H: -1.87779 2.55807 1.38578
H: -2.66276 2.75846 -0.22985
H: 1.08505 -2.02183 -0.41238
H: 1.73649 -0.94308 -1.65728
H: 2.75387 -2.07510 -1.11482
H: 3.88350 1.32430 0.22332
H: 3.70767 0.21813 -1.20569
H: 4.34147 -0.53804 0.04987
H: 1.28136 -0.43063 2.10516
H: 2.50995 -1.48528 2.13976
H: 2.85499 0.37093 2.27146

Output
E_LUMO (spin up / spin down)	-0.29 / -0.09	eV

=====

Record 3
ORCA calculation (ωB97M-V/def2-TZVPD) on the ion C5H15N3 with charge +2 at a distorted geometry.

Positions of all 23 atoms, in Å:
C: -3.10123 0.32332 -0.50907
C: -1.70490 0.72160 -0.01702
C: -0.90277 -0.47795 0.27886
N: 0.44733 -0.08349 0.98775
N: 1.67984 0.13525 0.11542
C: 1.60734 1.44437 -0.60232
C: 2.54395 -0.77908 -0.19051
N: 2.65526 -1.97352 0.21783
H: -3.49169 0.61538 -1.42196
H: -3.08489 -0.79908 -0.85483
H: -3.77377 0.40549 0.38038
H: -1.81458 1.29376 1.04261
H: -1.33460 1.52031 -0.58675
H: -1.52997 -1.15860 0.88919
H: -0.62142 -0.95172 -0.66483
H: 0.29161 0.80675 1.33706
H: 0.61844 -0.66281 1.77555
H: 2.03973 1.24763 -1.61874
H: 2.30827 2.14612 -0.09784
H: 0.58147 1.65027 -0.92634
H: 3.38593 -0.27267 -0.78297
H: 3.35086 -2.68972 -0.20496
H: 2.00019 -2.50961 0.90471

Output
E_LUMO	-7.86	eV
net charge	+2

=====

Record 4
ORCA calculation (ωB97M-V/def2-TZVPD) on a cluster of 3 separate species, C2H12NO3 in total at a distorted geometry.

Positions of all 18 atoms, in Å:
C: 1.05242 -1.97720 0.50355
O: 2.18763 -1.14546 0.20209
C: -0.04308 -1.02906 0.96042
N: 0.04566 0.27147 0.22475
H: 1.25661 -2.70225 1.28936
H: 0.76804 -2.51906 -0.39266
H: 2.95287 -1.72537 0.29547
H: -1.06211 -1.40283 0.86965
H: 0.05234 -0.79447 2.01855
H: -0.68091 0.58243 -0.43739
H: 0.89791 0.22148 -0.34777
H: 0.08984 1.06775 0.86326
H: -0.88478 3.64969 0.11051
H: 0.59159 3.33091 -0.11992
O: -0.20735 2.99744 0.28451
H: -3.04696 0.54589 -2.36837
H: -1.74600 -0.08493 -2.09841
O: -2.22373 0.71359 -1.85760

Output
E_LUMO	-3.06	eV
net charge	+1

=====

Energy relative to the best compared isomer or geometry (same formula, charge and spin) values, unit kJ/mol, following the record order: 119.3, 544.9, 514.9, 55.7.